No. 1
Here is a structure of composition C17H28NO2P2Pt from the OMol25 dataset. Energies are from ωB97M-V/def2-TZVPD.

Net charge ... +1
Energy relative to the best compared isomer or geometry (same formula, charge and spin) ... 39.0 kcal/mol
HOMO (alpha / beta) ... -0.3916 / -0.4183 hartree
Multiplicity ... 3
<S²> ... 2.0116
Gap between HOMO and LUMO (alpha / beta) ... 7.986 / 6.125 eV
Lowest unoccupied orbital energy (alpha / beta) ... -2.7 / -5.3 eV

```
51
Properties=species:S:1:pos:R:3:lowdin_charge:R:1
Pt -0.030 0.059 -0.124 0.98
P -2.257 0.184 -0.712 0.73
C -2.077 0.502 -2.495 -0.27
C -0.848 1.222 -2.879 -0.29
N 0.218 1.086 -2.069 0.00
C 1.445 1.493 -2.440 -0.31
C 1.613 2.256 -3.589 0.00
C 0.497 2.529 -4.378 -0.01
C -0.748 2.032 -4.014 0.02
C 2.606 1.120 -1.555 -0.24
P 2.212 -0.302 -0.450 0.71
H -1.648 2.189 -4.612 0.13
H 2.621 2.592 -3.830 0.13
H 0.611 3.102 -5.275 0.12
H 3.488 0.817 -2.134 0.10
H 2.906 1.944 -0.888 0.11
H -1.892 -0.562 -2.920 -0.01
H -2.987 0.947 -2.887 0.11
H -1.032 -2.326 -2.472 -0.01
O -1.427 -1.715 -3.452 -0.21
H -2.196 -2.017 -3.973 0.06
H -0.213 -1.685 0.034 0.11
O -0.456 -2.645 -1.459 -0.31
H -0.374 -3.609 -1.444 0.03
C 2.606 -1.798 -1.373 -0.23
H 3.587 -1.684 -1.849 0.06
H 2.617 -2.643 -0.672 0.06
H 1.822 -1.981 -2.118 0.04
C 3.213 -0.245 1.046 -0.23
H 3.035 -1.170 1.612 0.06
H 4.279 -0.167 0.789 0.06
H 2.923 0.611 1.666 0.05
C -3.041 1.514 0.211 -0.24
H -4.085 1.656 -0.088 0.06
H -3.041 1.258 1.276 0.05
H -2.514 2.468 0.120 0.05
C -3.218 -1.306 -0.420 -0.23
H -3.390 -1.364 0.665 0.06
H -4.170 -1.220 -0.965 0.07
H -2.618 -2.161 -0.757 0.03
C -0.046 3.419 3.362 -0.08
C -0.290 2.071 3.662 -0.08
C -0.207 1.093 2.664 -0.14
C 0.097 1.485 1.360 -0.38
C 0.385 2.811 1.049 -0.14
C 0.308 3.771 2.058 -0.08
H -0.132 4.170 4.152 0.11
H -0.557 1.766 4.677 0.11
H -0.388 0.028 2.852 0.10
H 0.649 3.082 0.026 0.09
H 0.511 4.813 1.829 0.11
```



No. 2
Here is a cluster of 4 separate species, C13H15F3IN2O12P2 in total from the OMol25 dataset. Energies are from ωB97M-V/def2-TZVPD.

Net charge ... +1
HOMO ... -0.4887 hartree
Gap between HOMO and LUMO ... 8.149 eV
Lowest unoccupied orbital energy ... -5.1 eV

```
48
Properties=species:S:1:pos:R:3:lowdin_charge:R:1
O 0.031 -2.040 1.652 -0.30
P 0.591 -0.977 2.488 0.20
O 2.024 -1.296 3.050 -0.13
O 0.750 0.404 1.746 -0.15
P -0.582 -0.759 4.326 0.98
N -2.198 -0.407 3.584 -0.31
C -3.242 -0.283 4.383 -0.06
C -4.483 0.009 3.820 0.03
C -4.537 0.144 2.456 -0.05
C -3.376 -0.034 1.698 -0.75
I -3.362 0.134 -0.362 1.07
N -2.221 -0.299 2.262 0.01
H 2.437 -1.954 2.462 0.10
H -0.132 0.792 1.576 0.03
H -0.281 0.551 4.754 -0.05
H -3.108 -0.411 5.442 0.13
H -5.347 0.136 4.446 0.13
H -5.460 0.382 1.955 0.12
C 1.878 4.784 0.864 -0.02
C 1.257 4.594 -0.503 -0.30
O 0.483 3.409 -0.312 0.15
C 0.149 3.350 0.993 -0.56
O -0.691 2.627 1.439 0.11
O 0.875 4.206 1.721 0.10
F 2.177 4.374 -1.461 0.10
H 2.805 4.220 0.963 0.15
H 2.054 5.823 1.122 0.15
H 0.596 5.401 -0.820 0.18
C -0.305 -0.655 -4.082 -0.06
C -1.666 -1.262 -3.818 -0.33
O -1.916 -1.984 -4.998 0.14
C -0.702 -2.347 -5.528 -0.53
O -0.549 -3.161 -6.363 0.21
O 0.291 -1.636 -4.931 0.07
F -2.634 -0.311 -3.660 0.01
H -0.390 0.292 -4.616 0.15
H 0.290 -0.512 -3.182 0.12
H -1.703 -1.942 -2.964 0.16
C 2.384 -1.847 -0.582 -0.07
C 2.622 -2.223 -2.026 -0.30
O 3.970 -2.652 -2.004 0.14
C 4.242 -3.127 -0.753 -0.54
O 5.178 -3.777 -0.458 0.21
O 3.260 -2.738 0.113 0.05
F 2.496 -1.157 -2.855 0.07
H 2.691 -0.816 -0.388 0.15
H 1.358 -1.988 -0.257 0.11
H 1.993 -3.035 -2.395 0.18
```



Repeat the second record exactly.
Here is a cluster of 4 separate species, C13H15F3IN2O12P2 in total from the OMol25 dataset. Energies are from ωB97M-V/def2-TZVPD.

Net charge ... +1
HOMO ... -0.4887 hartree
Gap between HOMO and LUMO ... 8.149 eV
Lowest unoccupied orbital energy ... -5.1 eV

```
48
Properties=species:S:1:pos:R:3:lowdin_charge:R:1
O 0.031 -2.040 1.652 -0.30
P 0.591 -0.977 2.488 0.20
O 2.024 -1.296 3.050 -0.13
O 0.750 0.404 1.746 -0.15
P -0.582 -0.759 4.326 0.98
N -2.198 -0.407 3.584 -0.31
C -3.242 -0.283 4.383 -0.06
C -4.483 0.009 3.820 0.03
C -4.537 0.144 2.456 -0.05
C -3.376 -0.034 1.698 -0.75
I -3.362 0.134 -0.362 1.07
N -2.221 -0.299 2.262 0.01
H 2.437 -1.954 2.462 0.10
H -0.132 0.792 1.576 0.03
H -0.281 0.551 4.754 -0.05
H -3.108 -0.411 5.442 0.13
H -5.347 0.136 4.446 0.13
H -5.460 0.382 1.955 0.12
C 1.878 4.784 0.864 -0.02
C 1.257 4.594 -0.503 -0.30
O 0.483 3.409 -0.312 0.15
C 0.149 3.350 0.993 -0.56
O -0.691 2.627 1.439 0.11
O 0.875 4.206 1.721 0.10
F 2.177 4.374 -1.461 0.10
H 2.805 4.220 0.963 0.15
H 2.054 5.823 1.122 0.15
H 0.596 5.401 -0.820 0.18
C -0.305 -0.655 -4.082 -0.06
C -1.666 -1.262 -3.818 -0.33
O -1.916 -1.984 -4.998 0.14
C -0.702 -2.347 -5.528 -0.53
O -0.549 -3.161 -6.363 0.21
O 0.291 -1.636 -4.931 0.07
F -2.634 -0.311 -3.660 0.01
H -0.390 0.292 -4.616 0.15
H 0.290 -0.512 -3.182 0.12
H -1.703 -1.942 -2.964 0.16
C 2.384 -1.847 -0.582 -0.07
C 2.622 -2.223 -2.026 -0.30
O 3.970 -2.652 -2.004 0.14
C 4.242 -3.127 -0.753 -0.54
O 5.178 -3.777 -0.458 0.21
O 3.260 -2.738 0.113 0.05
F 2.496 -1.157 -2.855 0.07
H 2.691 -0.816 -0.388 0.15
H 1.358 -1.988 -0.257 0.11
H 1.993 -3.035 -2.395 0.18
```



Question: What is the net charge in the second record?
Answer: +1